Record 1
Molecular formula: C11H7OReS4Sb
Method: DFT, ωB97M-V/def2-TZVPD

XYZ file:
```
25
Properties=species:S:1:pos:R:3:forces:R:3:nbo_charge:R:1
C 3.03753 1.46319 0.04131 -0.1 0.1 0.1 0.059
C 1.24592 2.71060 0.98708 -0.2 -0.1 -0.1 -0.058
H 2.33643 -2.85581 -1.29809 0.0 0.0 -0.1 0.284
C 1.89202 -1.95504 -0.89444 -0.1 -0.1 -0.1 -0.176
C -1.62707 -1.12381 2.56074 0.0 -0.1 0.0 0.564
H 4.08723 1.36347 -0.21020 0.0 0.0 -0.1 0.263
Re -1.98744 -0.89124 0.48895 0.2 0.1 -0.9 0.442
S -2.95740 0.82744 -0.15910 0.1 0.0 0.4 0.068
O -1.45912 -1.24466 3.65574 0.0 0.0 0.0 -0.234
S -2.80255 -2.55429 -0.42754 0.1 -0.1 0.3 0.135
C 0.36409 1.60625 0.78908 0.0 0.2 0.1 -0.113
H -0.66487 1.73456 1.10047 0.1 0.0 0.0 0.230
H -0.03577 -2.77291 -0.85823 0.0 0.0 0.1 0.255
C -0.06275 -0.74163 -0.00292 -0.3 0.0 0.4 -0.103
S -7.20164 -1.00038 -0.37009 -0.5 -0.1 0.8 -0.198
S -4.80269 -0.74229 -3.81616 0.5 0.1 -0.7 -0.233
C 2.70217 -0.79331 -0.70451 0.0 -0.1 0.0 0.141
H 3.73961 -0.81124 -1.02179 0.0 -0.1 0.1 0.267
C 0.56728 -1.90987 -0.62197 0.3 -0.1 0.1 -0.156
Sb -5.97491 -0.86933 -2.07146 -0.3 0.0 -0.2 1.422
H 0.85678 3.60907 1.44964 0.0 0.0 0.0 0.270
C 2.56133 2.65310 0.60284 0.2 -0.2 -0.1 -0.187
C 0.79002 0.43483 0.20849 0.1 0.1 -0.1 -0.033
H 3.22215 3.49848 0.73850 0.0 0.0 0.0 0.284
C 2.17365 0.36484 -0.16633 0.1 0.1 0.1 -0.191
```
Forces are in eV/Å.

E_LUMO (spin up / spin down): -13.2 / -13.2 eV
Orbital gap (spin up / spin down): 5.778 / 5.809 eV
HOMO energy (spin up / spin down): -0.69690 / -0.69794 Ha
Total charge: +3


Record 2
Molecular formula: C27H15F4O4
Method: DFT, ωB97M-V/def2-TZVPD

XYZ file:
```
50
Properties=species:S:1:pos:R:3:forces:R:3:nbo_charge:R:1
C 0.27993 1.23008 -3.02988 -0.1 -0.4 0.0 -0.200
C -2.52059 3.46433 -0.44816 -0.3 -0.6 0.0 -0.025
C -3.51672 3.44073 -1.43150 0.2 0.3 0.2 -0.233
H 1.75772 3.87503 1.43492 -0.4 0.3 0.0 0.235
H 2.11808 -0.25262 -0.58751 -0.2 -0.1 -0.2 0.215
H -5.39351 4.26548 -2.06917 0.1 0.1 0.2 0.199
C -0.00302 6.79310 -0.38771 0.0 -0.1 0.1 -0.254
C -0.07751 -1.42668 2.53262 -0.3 -2.3 0.0 0.398
C -0.03018 2.99157 -0.42085 -0.2 -0.2 -1.4 -0.439
H -3.40365 2.76054 -2.28173 -0.1 0.2 0.3 0.218
O -1.65745 1.27500 -0.66683 0.0 -0.5 0.1 -0.692
C -2.65081 4.27760 0.67277 -0.1 0.3 -0.1 -0.212
C -1.36184 -0.72897 2.44529 -0.8 0.8 0.2 0.224
C 0.18600 0.16642 -3.93234 0.2 0.0 0.3 -0.227
C -4.72137 5.14857 -0.20726 0.1 0.0 0.0 -0.238
C 1.35285 6.00151 1.44816 0.0 -0.2 -0.4 -0.237
F -2.61883 1.24461 2.22578 0.9 -0.7 -0.1 -0.288
C 1.42026 -1.24282 -2.39516 0.0 0.2 0.0 -0.224
C 1.09898 -0.57372 2.37587 1.0 1.1 -0.1 0.270
O 0.00478 -2.64408 2.74309 -0.1 2.0 -0.2 -0.494
C 1.11588 2.18662 -0.84281 -0.9 0.5 0.7 0.491
H 1.86800 -2.19818 -2.12044 -0.1 0.2 -0.2 0.203
C -0.27269 1.44796 2.02140 -0.6 2.5 1.5 0.382
F -2.46344 -1.42643 2.78042 0.6 0.2 -0.4 -0.291
H -0.11667 2.21681 -3.28609 0.0 -0.4 0.2 0.215
H -3.78613 5.82035 1.63944 -0.1 -0.2 -0.2 0.205
H 0.85362 8.08163 1.12665 0.0 -0.2 -0.1 0.196
H 1.95659 6.16809 2.34220 -0.1 0.1 -0.3 0.200
C -1.44362 0.59102 2.16590 -1.6 -0.4 0.2 0.387
C -3.72917 5.15609 0.77576 0.0 -0.3 -0.1 -0.219
H -5.58359 5.80824 -0.11217 0.2 -0.1 -0.1 0.200
C -1.38123 2.47812 -0.55795 1.4 1.4 0.3 0.550
C 0.99931 0.75275 2.12039 1.9 -0.3 0.4 0.305
F 2.09116 1.54121 2.18543 -0.8 -0.8 -0.2 -0.276
H -0.32897 0.30580 -4.88376 0.2 0.0 0.2 0.202
H 0.66081 -1.91490 -4.30317 0.0 0.2 0.2 0.199
C 0.30560 4.39716 -0.06763 0.2 0.5 -0.2 -0.015
C -4.61334 4.28989 -1.30818 0.0 0.0 0.1 -0.216
C 0.74116 -1.07786 -3.60760 0.0 0.1 0.2 -0.221
O 2.26488 2.45403 -0.48210 0.1 -0.4 -0.4 -0.624
O -0.36760 2.68577 2.12830 0.3 -3.2 -0.4 -0.435
C 1.53734 -0.17273 -1.50889 -0.4 -0.1 -0.2 -0.221
C 0.89790 1.03309 -1.79167 0.7 0.2 -0.3 0.016
C 0.73624 7.05772 0.76802 0.0 -0.1 0.0 -0.248
H -0.77383 5.26223 -1.72124 0.0 0.2 0.4 0.200
H -0.43717 7.61142 -0.96121 0.1 -0.1 0.1 0.198
H -1.89012 4.21844 1.44927 -0.2 0.2 -0.2 0.241
F 2.29821 -1.13942 2.60747 -0.8 0.3 -0.2 -0.286
C 1.20359 4.69676 0.98377 -0.4 0.0 -0.1 -0.178
C -0.21211 5.47854 -0.80695 0.2 -0.2 0.3 -0.156
```
Forces are in eV/Å.

E_LUMO: 0.3 eV
Orbital gap: 4.443 eV
HOMO energy: -0.15071 Ha
Total charge: -1


Record 3
Molecular formula: C49H57BeFN5O6S3Si
Method: DFT, ωB97M-V/def2-TZVPD

XYZ file:
```
123
Properties=species:S:1:pos:R:3:forces:R:3:lowdin_charge:R:1
C 1.37729 -0.20994 1.83026 0.0 0.0 0.0 -0.038
S -5.56935 3.64643 -4.82683 0.0 0.0 0.0 1.070
O -1.06563 3.20368 -1.33237 0.0 0.0 0.2 0.024
N 4.27281 -0.04247 -2.15342 0.0 0.0 -0.1 -0.103
H 0.82536 -4.78094 0.04115 0.0 0.0 0.0 0.080
H 1.73793 5.26621 1.46543 0.0 0.0 0.0 0.154
H -5.53952 -0.22743 2.85260 0.0 0.0 0.0 0.123
H 2.50785 -3.73770 -1.50409 -0.1 0.0 0.0 0.060
C -0.28236 -4.76824 -3.23539 0.0 0.0 0.0 -0.024
C 3.28821 0.93684 -1.94299 0.1 0.1 0.1 -0.140
H -7.13144 1.25453 -1.47553 0.0 0.0 0.0 0.130
H 5.68203 -2.54959 -3.04635 0.0 0.0 0.0 0.138
C 3.76000 4.00671 2.62205 0.0 0.0 0.0 -0.072
H -0.46360 2.74921 2.13679 0.0 0.0 0.0 0.111
C -3.45252 1.87589 1.19461 0.0 0.1 -0.1 -0.124
C -5.48977 1.48685 -0.10684 0.0 0.0 0.0 -0.106
H -6.89715 0.13057 0.85047 0.0 0.0 0.0 0.123
H -0.73728 -5.28889 -0.59478 0.0 0.0 0.0 0.068
H 6.37618 -2.44712 -0.68390 0.0 0.0 0.0 0.185
H 4.52933 4.63297 3.04902 0.0 0.0 0.0 0.114
C 0.48360 -4.23009 -2.03175 -0.1 0.0 0.0 -0.641
H 0.86308 -0.97301 6.37190 0.0 0.0 0.0 0.109
C 1.56168 4.51848 0.70377 0.0 0.0 0.0 0.056
H -3.67693 -2.06400 2.30935 0.0 0.0 0.0 0.092
C -5.18720 0.42404 2.06327 0.0 0.0 0.0 -0.001
C -6.36839 2.91691 -3.48749 0.0 0.0 0.0 -0.488
C -1.42990 2.26249 2.18411 0.0 -0.1 0.0 -0.017
H -3.28151 0.15101 4.07610 0.0 0.0 0.0 0.140
H -3.04578 -2.32318 -0.69868 0.0 0.0 0.0 0.052
H -9.03205 2.99115 -5.50550 0.0 0.0 0.0 0.108
C 2.08915 0.93850 -2.66790 -0.1 0.0 0.1 -0.189
C 3.87423 -1.35705 -2.62586 0.0 -0.1 0.0 -0.134
C -3.06209 -3.23912 -0.10622 0.0 0.0 0.0 -0.031
C 2.44196 2.77177 -0.62660 0.0 0.0 0.0 -0.111
C 1.96846 -4.12375 -2.37331 0.0 0.0 0.0 -0.042
C -5.66353 2.61935 -2.23654 0.0 0.0 0.0 -0.167
H 4.00059 -1.07372 2.05233 0.0 0.0 0.0 0.099
C 0.57730 -0.13379 5.75547 0.0 0.0 0.0 -0.168
H 1.50379 0.58207 1.08712 0.0 0.0 0.0 0.076
H 7.43604 -0.93123 -2.09715 0.0 0.0 0.0 0.133
O -0.81044 -2.84938 0.78120 0.1 0.0 -0.1 -0.185
C -6.99211 3.63436 -5.76612 0.0 0.0 0.0 -0.400
C 6.55545 -0.56237 -1.57459 0.0 0.0 0.0 -0.068
H -4.08962 -3.44419 0.20234 0.0 0.0 0.0 0.090
C -0.76036 5.36849 0.63575 -0.1 0.0 0.0 -0.535
C 3.46719 1.87949 -0.94301 0.0 0.0 -0.1 0.055
F 1.94878 0.08351 -3.69369 0.0 0.0 0.0 0.091
C 4.13257 2.65188 2.09735 0.0 0.0 0.0 -0.085
H 6.86899 -0.03005 -0.67804 0.0 0.0 0.0 0.132
C 1.21583 2.67930 -1.30002 0.0 0.0 0.0 -0.057
H -2.72547 -4.06280 -0.73674 0.0 0.0 0.0 0.077
C -5.93756 0.62029 0.95474 0.0 0.0 0.0 0.012
H -1.83446 -5.22237 1.35869 0.0 0.0 0.0 0.074
H 2.26802 -2.34988 3.30647 0.0 0.0 0.0 0.089
O -0.03948 -2.92781 -1.79180 0.1 0.1 0.0 -0.159
N 5.76581 -1.75610 -1.11541 0.0 0.1 -0.1 0.049
H -8.38466 2.24147 -3.08724 0.0 0.0 0.0 0.112
H 2.24947 -3.55192 2.00081 0.0 0.0 0.0 0.089
C -2.99476 0.80705 3.26317 0.0 0.1 0.0 0.053
H 3.89447 -2.28837 0.76285 0.0 0.0 0.0 0.085
H 5.82782 1.34968 -2.28007 0.0 0.0 0.0 0.132
C 0.31516 -5.16793 -0.84142 0.0 0.0 0.0 -0.024
H 0.07450 -5.76054 -3.51819 0.0 0.0 0.0 0.087
H 3.67194 -0.53743 0.37978 -0.1 0.0 0.0 0.065
H 1.83672 0.08770 2.77843 0.0 0.0 0.0 0.074
C 1.27948 1.02999 5.69577 0.0 0.0 0.0 -0.403
H 4.55274 -3.30079 -1.90297 0.0 0.0 0.0 0.118
H -1.53383 -4.27255 2.81834 0.0 0.0 0.0 0.083
H -3.97884 3.94167 -2.63712 0.0 0.0 0.0 0.122
H 2.09722 -3.44808 -3.22142 0.0 0.0 0.0 0.087
H 2.17333 1.29629 6.23616 0.0 0.0 0.0 0.069
H 2.78804 4.10370 3.08489 0.0 0.0 0.0 0.092
C -4.26730 2.12421 0.04969 0.1 0.0 0.1 -0.110
C 3.81979 3.77156 1.14584 0.0 0.0 0.0 -0.246
H 3.38817 1.86941 2.18358 0.0 0.0 0.0 0.090
N 2.58167 3.70112 0.39965 0.0 0.0 0.0 0.030
N -3.75535 2.99172 -0.84482 0.1 0.2 0.0 0.140
H 4.63535 4.21957 0.59144 0.0 0.0 0.0 0.157
H 0.73928 -2.80753 2.52101 -0.1 0.0 0.0 0.072
C 1.99207 -1.51329 1.32952 0.0 0.1 -0.1 -0.627
H -1.99739 -1.81309 2.84671 0.0 0.0 0.0 0.074
N -2.25708 2.49923 1.19454 -0.2 0.0 -0.1 0.153
H -6.97914 4.02826 -6.76913 0.0 0.0 0.0 0.071
Si -0.14150 -1.95411 -0.45427 -0.2 -0.2 0.0 -0.172
H 2.36823 -5.10380 -2.64110 0.0 0.0 0.0 0.093
H 5.85792 0.10984 -3.52937 0.0 0.0 0.0 0.136
H 0.10447 1.66903 -2.84467 -0.1 0.0 0.0 0.122
O -0.45303 6.31299 1.33036 0.0 0.0 0.0 0.091
H -1.23408 -0.96156 4.79765 0.0 0.0 0.0 0.108
C -0.56925 -0.11738 4.91880 0.0 0.0 0.0 -0.116
O -1.96712 5.04301 0.27665 -0.1 0.0 0.0 0.018
O 1.47593 -1.87856 0.05352 0.0 0.0 0.1 -0.163
C 0.32119 4.43333 0.13805 0.0 0.0 0.0 -0.029
C -2.18747 -4.37820 1.95028 0.0 0.0 0.0 -0.022
C -8.04051 3.09003 -5.09045 0.0 0.0 0.0 -0.170
S -1.08565 -0.19937 -0.86816 0.2 0.0 0.1 0.364
C 3.49648 -1.32934 1.11764 0.0 0.0 0.0 -0.033
C -0.71669 1.05806 4.23877 0.0 0.0 0.1 -0.497
H -3.19687 -4.60116 2.30125 0.0 0.0 0.0 0.088
H 0.72400 -6.15071 -1.08611 0.0 0.0 0.0 0.093
H 2.93988 -1.62414 -2.13231 0.0 0.0 0.0 0.107
H -0.16588 -4.09288 -4.08368 0.0 0.0 0.0 0.089
C -3.89093 1.03665 2.20833 0.0 0.0 0.0 -0.132
S 0.55388 2.15369 4.63248 0.0 0.0 0.0 1.049
H 5.08521 -1.44667 -0.40940 0.0 0.0 0.0 0.103
H -1.34478 -4.83314 -2.99909 0.0 0.0 0.0 0.086
C -2.17446 -3.09501 1.12631 0.0 0.0 0.1 -0.644
C -6.18620 1.75023 -1.29467 0.0 0.0 0.0 0.083
H 0.30436 -0.33518 1.98524 0.0 0.0 0.0 0.066
C 0.08746 3.45383 -0.86008 0.0 0.0 0.0 -0.230
C -7.68285 2.67819 -3.78287 0.0 0.0 0.0 -0.114
C 4.97557 -2.35664 -2.24024 0.1 0.0 0.0 -0.064
H 5.16145 2.32741 2.17645 0.0 0.0 0.0 0.107
C 1.79677 -2.62463 2.35912 0.0 0.0 0.0 -0.015
Be -2.20245 3.58810 -0.25470 -0.1 0.0 -0.2 0.123
H 4.38349 1.87543 -0.37038 0.0 0.0 0.0 0.113
C 5.64113 0.29581 -2.47065 0.0 0.0 0.1 -0.113
C 1.04733 1.74790 -2.32879 0.1 -0.1 0.0 0.051
C -2.64652 -1.91995 1.97157 0.0 -0.1 0.0 -0.045
H -2.58107 -1.01185 1.37205 0.0 -0.1 0.0 0.037
H 3.72447 -1.40503 -3.70827 0.0 0.0 0.0 0.134
C -1.74027 1.38643 3.24299 -0.1 0.0 0.0 -0.175
C -4.42455 3.23153 -1.95151 -0.1 0.0 0.0 -0.002
```
Forces are in eV/Å.

E_LUMO: -2.7 eV
Orbital gap: 6.063 eV
HOMO energy: -0.32143 Ha
Total charge: +1


Record 4
Molecular formula: C3H11N2S
Method: DFT, ωB97M-V/def2-TZVPD

XYZ file:
```
17
Properties=species:S:1:pos:R:3:forces:R:3:nbo_charge:R:1
H 0.46886 0.23078 -0.14985 -1.1 0.5 1.4 0.476
H -1.39945 -1.79435 1.04321 0.8 0.1 -0.7 0.176
H -2.16571 -1.07107 -0.25027 -0.4 0.4 -0.9 0.200
H -1.23027 -0.35171 2.31749 -0.7 0.0 1.0 0.140
S -0.95894 0.79150 1.67984 -0.7 -0.2 -2.6 0.752
H 0.45677 -2.53025 -0.18536 0.6 -0.2 -0.1 0.222
C -1.15350 -1.27046 0.06728 -0.3 -0.2 1.0 -0.212
H 2.58326 3.31557 -0.91721 -1.9 -1.6 1.7 0.196
H 0.20591 -1.48879 -1.57800 0.3 0.4 -0.6 0.219
N -0.44390 -0.01910 0.36493 0.8 -0.6 -0.6 -0.837
N 1.73163 1.38034 -0.35085 -0.1 0.6 0.5 -0.675
C -0.27799 -2.10522 -0.85267 0.6 1.2 1.9 -0.614
H 0.85485 3.18098 0.03668 0.5 -0.2 -0.4 0.168
C 1.73458 2.64270 -0.36821 1.1 1.7 -1.5 0.023
H 2.59441 0.99181 -0.65739 0.9 -0.4 -0.7 0.370
H -0.73014 -2.89695 -1.33713 -1.4 -1.5 -0.9 0.244
H -2.27039 0.99422 1.13750 0.9 -0.1 1.4 0.152
```
Forces are in eV/Å.

E_LUMO: -4.1 eV
Orbital gap: 10.187 eV
HOMO energy: -0.52447 Ha
Total charge: +1